Record 1
ORCA calculation (wB97M-V/def2-TZVPD) on a molecular structure, C25H54N3O4SSeSi3Tm in a non-equilibrium geometry.

Last column: Mulliken spin population.
Positions of all 92 atoms, in Å:
1 Tm -0.0329 -0.3230 -0.5386  2.0380
2 C 3.4865 -1.0108 -0.6911  0.0030
3 Si 3.1458 -0.3422 1.0013  -0.0010
4 C 3.4253 -1.7312 2.2405  -0.0001
5 C 4.3697 1.0488 1.1538  0.0000
6 N 1.4955 0.2015 1.0232  -0.0101
7 C 1.1497 1.4198 1.5797  -0.0027
8 C 1.8612 2.1126 2.5304  -0.0009
9 C 1.7277 3.4988 2.7760  -0.0006
10 C 0.7085 4.1992 2.1716  0.0003
11 C -0.1984 3.4644 1.3781  -0.0006
12 C -0.0950 2.1171 1.1152  0.0008
13 N -1.0916 1.3719 0.4966  -0.0099
14 Si -2.8182 1.6499 0.4957  0.0001
15 C -3.5166 1.6270 -1.2322  -0.0001
16 C -3.8520 0.4450 1.4496  0.0003
17 C -3.4207 3.3084 1.1817  0.0001
18 H 4.5538 -1.3497 -0.7311  0.0000
19 H 3.4416 -0.2123 -1.4603  -0.0001
20 H 2.8401 -1.7864 -0.9480  -0.0019
21 H 4.4447 -1.7533 2.5430  0.0000
22 H 3.2200 -2.6526 1.7757  0.0000
23 H 2.7828 -1.6368 3.1321  0.0000
24 H 5.1925 0.7629 0.5340  0.0000
25 H 4.7167 1.2657 2.1935  0.0000
26 H 3.9491 1.9749 0.6917  0.0000
27 H 2.6730 1.6238 3.1257  -0.0001
28 H 2.3222 3.9237 3.5674  0.0000
29 H 0.6622 5.2643 2.2551  0.0001
30 H -0.9765 4.0359 0.9032  -0.0001
31 H -2.8923 2.2093 -1.8855  0.0001
32 H -4.4344 2.1900 -1.1471  0.0000
33 H -3.7526 0.6601 -1.6984  0.0001
34 H -3.3856 -0.5399 1.5638  -0.0001
35 H -4.8146 0.2720 0.9434  0.0000
36 H -4.0753 0.7899 2.4566  0.0000
37 H -3.1566 4.1686 0.5998  0.0000
38 H -2.9873 3.5655 2.1689  0.0000
39 H -4.5602 3.2416 1.2018  0.0000
40 C -0.4015 -0.7212 3.5422  -0.0001
41 Si -1.1173 -2.3647 3.0696  -0.0001
42 C -2.8353 -2.5412 3.8445  -0.0003
43 C -0.0157 -3.8131 3.5898  0.0000
44 Se -1.2709 -2.4844 0.6970  -0.0021
45 H -0.5667 -0.6387 4.6261  0.0000
46 H -0.8526 0.0845 3.0334  0.0003
47 H 0.6774 -0.6476 3.3496  0.0001
48 H -2.7048 -2.9891 4.8515  0.0000
49 H -3.5328 -3.0407 3.2176  0.0001
50 H -3.2174 -1.5132 3.9708  0.0000
51 H 0.0166 -3.9936 4.6856  0.0000
52 H 1.0042 -3.6887 3.2696  0.0000
53 H -0.3456 -4.7270 3.0911  0.0000
54 N -3.8258 -1.7995 -0.9329  -0.0003
55 C -3.6465 -2.0198 -2.3922  0.0000
56 C -2.5181 -1.1022 -2.8753  -0.0015
57 O -2.4849 -0.9311 -4.0883  0.0003
58 O -1.7036 -0.6513 -2.0280  -0.0126
59 H -4.1689 -0.8971 -0.6893  -0.0001
60 H -2.8485 -1.9099 -0.4069  0.0003
61 H -4.4543 -2.5116 -0.4991  0.0000
62 H -4.5701 -1.7055 -2.8588  0.0000
63 H -3.2692 -3.0369 -2.5243  0.0000
64 C 1.7785 -4.1681 -0.5143  0.0002
65 C 0.9406 -3.7614 -1.7080  0.0001
66 O 1.0972 -2.3591 -2.0067  -0.0012
67 C 0.9210 -2.1144 -3.4131  0.0005
68 C 2.1933 -2.1607 -4.1522  0.0000
69 H 1.5971 -5.1895 -0.2020  0.0000
70 H 1.4479 -3.5894 0.3549  -0.0003
71 H 2.8390 -4.0811 -0.7236  0.0000
72 H -0.1529 -3.9146 -1.4556  -0.0001
73 H 1.2135 -4.3947 -2.5793  0.0000
74 H 0.4252 -1.1670 -3.5290  0.0000
75 H 0.2041 -2.8844 -3.7841  0.0000
76 H 2.8939 -1.4137 -3.8028  0.0000
77 H 1.8935 -1.9551 -5.1573  0.0000
78 H 2.7196 -3.1401 -4.0973  0.0000
79 O 0.7472 0.8944 -2.2522  0.0017
80 S 1.5001 1.9143 -3.0800  -0.0001
81 C 2.3187 2.9768 -1.8841  0.0001
82 C 1.4427 4.1778 -1.4891  0.0000
83 C 0.0822 4.0011 -2.2287  0.0000
84 C 0.3151 3.1338 -3.5034  0.0002
85 H 3.2764 3.2753 -2.3683  -0.0001
86 H 2.5138 2.3293 -1.0492  0.0005
87 H 1.8481 5.0907 -1.9665  0.0000
88 H 1.2683 4.2809 -0.4237  0.0000
89 H -0.4080 4.9649 -2.4142  0.0000
90 H -0.6121 3.3858 -1.6841  0.0001
91 H 0.7840 3.7311 -4.3156  0.0000
92 H -0.5439 2.7061 -4.0308  0.0000

As for the HOMO energy (alpha / beta): -6.1 / -6.1 eV. The calculation puts the orbital gap (alpha / beta) at 6.26 / 6.27 eV. As for the expectation value of S²: 2.00. The value obtained for the total energy is -168812.7254 eV. As for the spin multiplicity: 3. The largest force on an atom comes out at 2.5 eV Å⁻¹.

---

Record 2
ORCA calculation (wB97M-V/def2-TZVPD) on 2 unconnected molecules or ions with the total composition CH3NO in a non-equilibrium geometry.

Last column: Mulliken charge in e.
Positions of all 6 atoms, in Å:
1 C 0.0776 -0.5120 -0.2642  0.0145
2 N -0.5262 0.8623 -0.2946  -0.3195
3 O -1.0941 -0.1872 0.3328  -0.1348
4 H -0.0108 -1.2331 -1.2327  0.2008
5 H 1.0318 -0.6080 0.3632  0.2046
6 H 0.5218 1.6780 1.0955  0.0344

The value obtained for the energy above the lowest of the compared OMol25 structures with the same formula, charge and spin is 661.8 kJ/mol. As for the HOMO energy (alpha / beta): -9.8 / -10.0 eV. The calculation puts the orbital gap (alpha / beta) at 9.51 / 9.93 eV. The value obtained for the total energy is -4616.5623 eV. The largest force on an atom comes out at 3.1 eV Å⁻¹.

---

> Which formula does entry 1 have?

C25H54N3O4SSeSi3Tm

---

Copy entry 2 word for word.
ORCA calculation (wB97M-V/def2-TZVPD) on 2 unconnected molecules or ions with the total composition CH3NO in a non-equilibrium geometry.

Last column: Mulliken charge in e.
Positions of all 6 atoms, in Å:
1 C 0.0776 -0.5120 -0.2642  0.0145
2 N -0.5262 0.8623 -0.2946  -0.3195
3 O -1.0941 -0.1872 0.3328  -0.1348
4 H -0.0108 -1.2331 -1.2327  0.2008
5 H 1.0318 -0.6080 0.3632  0.2046
6 H 0.5218 1.6780 1.0955  0.0344

The value obtained for the energy above the lowest of the compared OMol25 structures with the same formula, charge and spin is 661.8 kJ/mol. As for the HOMO energy (alpha / beta): -9.8 / -10.0 eV. The calculation puts the orbital gap (alpha / beta) at 9.51 / 9.93 eV. The value obtained for the total energy is -4616.5623 eV. The largest force on an atom comes out at 3.1 eV Å⁻¹.

---

> Which formula does entry 2 have?

CH3NO

---

> Number 1 is which compound?

C25H54N3O4SSeSi3Tm